Record 1
91
Properties=species:S:1:pos:R:3 method="wB97M-V/def2-TZVPD" spin_multiplicity=4 total_energy_ev=-103596.437 lumo_ev="-5.62 / -6.01" charge=+2 homo_lumo_gap_ev="7.0 / 6.6"
V -0.020 -2.163 0.185
N 4.236 -3.529 3.139
C 4.656 -2.652 2.196
O 5.541 -1.845 2.361
C 3.883 -2.635 0.899
C 4.561 -2.521 -0.313
C 3.837 -2.327 -1.479
C 2.461 -2.225 -1.403
N 1.803 -2.323 -0.238
C 2.506 -2.536 0.889
H 4.767 -3.568 3.996
H 3.641 -4.310 2.934
H 5.642 -2.575 -0.324
H 4.334 -2.237 -2.434
H 1.848 -2.049 -2.278
H 1.941 -2.566 1.821
C 0.027 1.711 -0.519
P -0.175 0.179 0.489
C -1.924 0.207 1.000
C -2.306 -0.779 1.920
C -3.605 -0.843 2.395
C -4.555 0.050 1.915
C -4.200 0.997 0.966
C -2.889 1.082 0.512
C 0.730 0.407 2.057
C 2.103 0.145 2.042
C 2.835 0.174 3.216
C 2.209 0.499 4.410
C 0.860 0.820 4.424
C 0.114 0.759 3.257
P 1.728 2.489 -0.760
C 1.880 3.551 0.743
C 3.119 3.642 1.365
C 3.292 4.456 2.477
C 2.222 5.178 2.979
C 0.990 5.121 2.341
C 0.824 4.328 1.218
C 1.226 3.875 -1.856
C 2.206 4.851 -2.046
C 1.918 6.011 -2.743
C 0.647 6.206 -3.269
C -0.317 5.224 -3.120
C -0.029 4.056 -2.426
H -0.618 2.471 -0.079
H -0.333 1.446 -1.516
H -1.554 -1.471 2.308
H -3.880 -1.579 3.138
H -5.572 0.003 2.282
H -4.941 1.687 0.585
H -2.632 1.832 -0.224
H 2.602 -0.045 1.097
H 3.896 -0.044 3.196
H 2.782 0.518 5.327
H 0.383 1.113 5.350
H -0.942 0.993 3.279
H 3.956 3.075 0.974
H 4.263 4.520 2.952
H 2.348 5.796 3.858
H 0.158 5.706 2.711
H -0.129 4.349 0.703
H 3.195 4.703 -1.626
H 2.681 6.767 -2.871
H 0.410 7.121 -3.795
H -1.306 5.366 -3.537
H -0.801 3.302 -2.336
C -4.418 -1.738 -2.726
N -3.227 -1.672 -3.565
C -3.048 -2.951 -4.247
N -2.954 -4.059 -3.300
C -4.145 -4.089 -2.458
N -4.345 -2.826 -1.754
C -3.350 -2.590 -0.738
P -1.616 -2.472 -1.474
C -2.051 -1.257 -2.840
C -1.734 -4.031 -2.532
H -5.281 -1.916 -3.368
H -4.554 -0.789 -2.203
H -2.148 -2.915 -4.863
H -3.907 -3.123 -4.897
H -4.054 -4.896 -1.728
H -5.014 -4.282 -3.086
H -3.369 -3.404 -0.006
H -3.577 -1.658 -0.219
H -1.201 -1.176 -3.523
H -2.225 -0.276 -2.387
H -1.707 -4.914 -1.885
H -0.874 -4.072 -3.206
N 0.034 -4.424 0.555
H 0.791 -4.704 1.172
H 0.240 -4.848 -0.346
H -0.802 -4.881 0.910


Record 2
97
Properties=species:S:1:pos:R:3 method="wB97M-V/def2-TZVPD" total_energy_ev=-76221.452 lumo_ev=0.15 charge=0 relative_energy_kj_mol=69.08 homo_lumo_gap_ev=7.3
Y 0.229 0.172 0.520
O 2.945 0.102 -4.419
C 2.005 1.029 -4.638
C 1.880 1.520 -5.940
C 0.939 2.483 -6.246
C 0.090 2.972 -5.259
C 0.193 2.480 -3.973
C 1.139 1.512 -3.633
C 1.121 0.981 -2.241
O 0.092 1.183 -1.507
N 2.161 0.251 -1.896
N 2.118 -0.279 -0.607
C 3.148 -1.003 -0.315
C 3.460 -1.543 0.974
C 4.698 -2.188 1.137
C 5.136 -2.609 2.367
C 4.325 -2.376 3.487
C 3.095 -1.779 3.357
C 2.599 -1.357 2.098
O 1.414 -0.872 1.986
H 2.952 -0.043 -3.429
H 2.556 1.130 -6.691
H 0.872 2.863 -7.258
H -0.641 3.734 -5.498
H -0.459 2.846 -3.189
H 3.877 -1.165 -1.111
H 5.317 -2.331 0.257
H 6.095 -3.097 2.480
H 4.674 -2.672 4.469
H 2.467 -1.597 4.221
C 0.942 -4.302 1.837
C 1.567 -4.922 0.772
C 1.320 -4.448 -0.504
C 0.478 -3.351 -0.679
N -0.083 -2.711 0.357
C 0.139 -3.203 1.578
C 0.162 -2.859 -2.045
C 0.352 -3.678 -3.159
C 0.088 -3.178 -4.421
C -0.383 -1.882 -4.533
C -0.585 -1.160 -3.368
N -0.320 -1.619 -2.148
H 1.095 -4.635 2.854
H 2.239 -5.755 0.928
H 1.795 -4.919 -1.352
H -0.330 -2.675 2.396
H 0.687 -4.699 -3.047
H 0.248 -3.790 -5.298
H -0.592 -1.433 -5.494
H -0.955 -0.148 -3.430
C -2.609 3.270 3.387
C -1.715 4.368 2.807
C -2.364 5.036 1.590
C -1.445 5.429 3.867
O -0.398 3.817 2.515
P -0.018 2.814 1.323
O 1.118 1.929 1.762
O -1.189 2.000 0.839
O 0.397 3.767 0.101
C 1.620 4.529 -0.077
C 2.882 3.668 -0.021
C 1.697 5.648 0.962
C 1.473 5.111 -1.480
H -3.609 3.660 3.581
H -2.181 2.896 4.318
H -2.674 2.445 2.680
H -3.353 5.406 1.863
H -2.466 4.326 0.775
H -1.756 5.877 1.252
H -2.386 5.881 4.180
H -0.797 6.208 3.462
H -0.954 4.982 4.732
H 3.062 3.294 0.983
H 3.734 4.269 -0.340
H 2.784 2.809 -0.688
H 1.767 5.228 1.964
H 0.807 6.278 0.905
H 2.577 6.264 0.773
H 1.498 4.307 -2.216
H 2.280 5.815 -1.684
H 0.515 5.628 -1.563
C -3.626 -2.224 2.937
N -3.473 -1.663 1.601
C -4.389 -1.831 0.620
C -4.259 -1.232 -0.586
C -3.087 -0.440 -0.789
N -2.121 -0.440 0.109
C -2.305 -0.939 1.341
O -1.476 -0.756 2.236
N -2.910 0.351 -1.847
H -4.627 -2.634 3.049
H -3.456 -1.441 3.673
H -2.887 -3.006 3.104
H -5.245 -2.447 0.863
H -5.004 -1.344 -1.359
H -3.559 0.382 -2.609
H -2.047 0.889 -1.858


Record 3
92
Properties=species:S:1:pos:R:3 method="wB97M-V/def2-TZVPD" spin_multiplicity=2 total_energy_ev=-82968.152 lumo_ev="-7.49 / -7.36" charge=+2 homo_lumo_gap_ev="3.8 / 4.3"
Ru -0.453 0.244 0.197
C 3.644 1.850 -3.518
N 2.898 0.975 -2.650
C 3.153 -0.337 -2.421
C 2.200 -0.772 -1.542
N 1.376 0.255 -1.232
C 1.808 1.308 -1.916
P 1.048 2.972 -2.007
C 0.732 3.226 -0.217
N -0.092 2.543 0.569
C -0.088 3.173 1.767
C 0.743 4.258 1.707
N 1.251 4.285 0.450
C 2.177 5.250 -0.078
C -0.639 2.401 -2.430
N -1.339 1.457 -1.812
C -2.531 1.390 -2.447
C -2.550 2.294 -3.475
N -1.356 2.933 -3.450
C -0.952 3.987 -4.340
H 4.518 1.330 -3.904
H 3.028 2.168 -4.360
H 3.973 2.732 -2.968
H 3.972 -0.859 -2.874
H 2.050 -1.754 -1.140
H -0.696 2.822 2.579
H 0.984 4.994 2.445
H 2.493 5.922 0.715
H 3.057 4.746 -0.478
H 1.709 5.832 -0.874
H -3.303 0.717 -2.133
H -3.300 2.501 -4.209
H -1.800 4.270 -4.961
H -0.620 4.858 -3.776
H -0.143 3.654 -4.989
C -4.891 -2.270 2.006
C -4.945 -1.964 0.540
C -6.178 -2.004 -0.103
C -6.298 -1.875 -1.475
C -5.170 -1.691 -2.260
C -3.939 -1.600 -1.643
C -3.818 -1.715 -0.255
P -2.083 -1.649 0.290
C -2.164 -1.195 2.066
C -1.741 -2.076 3.062
C -1.893 -1.748 4.396
C -2.424 -0.518 4.747
C -2.792 0.381 3.763
C -2.690 0.065 2.415
C -3.240 1.029 1.402
C -1.567 -3.391 0.110
C -2.495 -4.366 -0.230
C -2.103 -5.670 -0.517
C -0.754 -6.020 -0.477
C 0.183 -5.084 -0.131
C -0.171 -3.737 0.181
C 0.802 -2.842 0.558
H -5.807 -2.770 2.310
H -4.786 -1.369 2.609
H -4.052 -2.927 2.224
H -7.066 -2.173 0.489
H -7.270 -1.946 -1.935
H -5.249 -1.624 -3.333
H -3.031 -1.485 -2.224
H -1.335 -3.038 2.785
H -1.628 -2.462 5.161
H -2.598 -0.260 5.779
H -3.195 1.344 4.038
H -3.471 1.981 1.877
H -4.161 0.639 0.966
H -2.536 1.225 0.570
H -3.547 -4.122 -0.282
H -2.843 -6.414 -0.770
H -0.448 -7.026 -0.722
H 1.228 -5.349 -0.102
H 1.827 -3.158 0.666
H 0.560 -1.813 0.828
S 1.067 0.084 2.578
C 0.874 0.007 4.269
N 0.384 1.036 4.956
C 0.409 1.118 6.407
C 0.339 -0.279 7.016
C 1.378 -1.184 6.366
N 1.284 -1.079 4.918
H 0.130 1.867 4.447
H -0.443 1.726 6.725
H 1.326 1.623 6.733
H -0.650 -0.698 6.847
H 0.504 -0.216 8.091
H 1.198 -2.225 6.644
H 2.389 -0.920 6.699
H 1.653 -1.838 4.366


Record 4
94
Properties=species:S:1:pos:R:3 method="wB97M-V/def2-TZVPD" spin_multiplicity=2 total_energy_ev=-176041.767 lumo_ev="-6.04 / -7.77" charge=+2 relative_energy_kj_mol=0.00 homo_lumo_gap_ev="7.3 / 5.6"
Ga -0.762 1.832 1.550
C -2.504 -0.719 1.598
C -2.319 -0.390 3.054
C -0.952 -0.414 3.643
C -0.634 -1.263 4.653
C 0.487 -0.998 5.439
C 1.354 0.049 5.020
C 1.027 0.830 3.951
N -0.102 0.557 3.219
N -2.163 0.350 0.653
C -3.366 1.112 0.275
C -3.147 2.548 -0.148
C -4.158 3.281 -0.766
C -3.968 4.605 -1.138
C -2.673 5.174 -0.813
C -1.761 4.440 -0.105
N -1.923 3.103 0.133
C -1.437 -0.190 -0.546
C 1.113 -0.006 -0.287
C 2.229 -0.581 0.554
C 3.103 0.199 1.244
C 2.992 1.565 1.346
C 1.891 2.145 0.724
N 0.846 1.415 0.176
H -3.561 -1.032 1.361
H -1.788 -1.568 1.313
H -2.823 -1.213 3.594
H -2.838 0.601 3.239
H -1.269 -2.136 4.897
H 0.700 -1.610 6.306
H 2.296 0.264 5.633
H 1.631 1.714 3.729
H -3.945 1.203 1.223
H -4.034 0.548 -0.371
H -5.113 2.781 -0.959
H -4.742 5.152 -1.666
H -2.472 6.158 -1.143
H -0.856 4.882 0.330
H -1.402 0.639 -1.231
H -2.033 -1.022 -0.989
H 2.333 -1.628 0.538
H 4.050 -0.194 1.728
H 3.674 2.130 1.986
H 1.778 3.208 0.774
C 0.745 -4.948 2.352
C 0.254 -4.290 1.094
C -0.116 -5.014 -0.039
C -0.630 -4.375 -1.168
C -1.238 -5.116 -2.345
C -0.713 -2.993 -1.155
C -0.122 -2.197 -0.102
C 0.310 -2.924 1.048
N -0.156 -0.782 -0.147
C 1.649 0.037 -1.929
C 1.149 1.334 -2.589
C 1.503 1.350 -4.082
C 0.829 0.256 -4.914
C 1.226 -1.080 -4.237
C 2.746 -1.295 -4.431
C 3.465 -0.177 -3.685
C 3.016 1.231 -4.268
C 3.189 -0.155 -2.177
C 1.000 -1.118 -2.734
H -0.038 -5.338 3.022
H 1.296 -4.278 2.994
H 1.410 -5.788 2.076
H -0.070 -6.127 0.027
H -0.651 -5.086 -3.237
H -2.156 -4.608 -2.625
H -1.543 -6.137 -2.309
H -1.349 -2.555 -1.930
H 0.871 -2.419 1.836
H 1.544 2.234 -2.094
H 0.059 1.402 -2.501
H 1.126 2.307 -4.480
H 1.161 0.185 -5.994
H -0.270 0.418 -4.863
H 0.618 -1.871 -4.665
H 3.034 -1.373 -5.484
H 3.056 -2.245 -3.943
H 4.534 -0.423 -3.803
H 3.373 1.340 -5.316
H 3.616 1.923 -3.631
H 3.749 0.682 -1.681
H 3.478 -1.064 -1.697
H 1.317 -2.090 -2.339
H -0.065 -1.019 -2.590
F 0.033 3.341 2.523
As -1.320 3.890 4.037
F -0.732 2.562 5.048
F -0.279 5.087 4.672
F -2.645 4.277 4.960
F -1.804 4.935 2.727
F -2.214 2.574 3.044